1.
The following is a quantum chemistry calculation of C56H87BBrN4O2P2SiSn as an isolated structure, from OMol25.

Results
lowest unoccupied orbital energy: 2.326 eV
HOMO-LUMO gap: 6.4 eV
calculated total energy: -172552.385 eV
energy above the lowest of the compared OMol25 structures with the same formula, charge and spin: 0.0 kcal per mole
F_max: 0.86 eV Å⁻¹
charge: -1

Last column: Löwdin charge in e.
Atoms and positions in Å:
Sn1 -1.028 -1.195 -0.364  1.1736
C1 0.938 -3.751 0.234  -0.2223
C2 0.475 -3.575 -1.071  -0.2859
C3 -0.910 -3.878 -1.086  -0.3231
C4 -1.268 -4.263 0.225  -0.2422
C5 -0.135 -4.166 1.032  -0.1942
H1 1.957 -3.609 0.560  0.0631
H2 1.084 -3.389 -1.937  0.0402
H3 -1.474 -4.086 -1.982  0.0664
H4 -2.235 -4.636 0.538  0.0728
H5 -0.085 -4.396 2.088  0.0785
C6 0.176 -1.681 -5.516  -0.1012
C7 1.666 -1.542 -5.169  -0.6931
C8 2.279 -2.944 -5.107  -0.1093
C9 2.339 -0.729 -6.278  -0.0969
P1 1.651 -0.886 -3.377  1.1653
C10 0.853 0.781 -3.640  -0.2892
N1 -0.585 0.690 -3.503  -0.0259
B1 -1.361 0.119 -2.424  -0.5592
N2 -2.718 0.484 -2.763  -0.0471
C11 -3.891 0.290 -1.952  -0.2825
P2 -3.736 -1.356 -1.126  1.0701
C12 -4.994 -1.310 0.289  -0.6803
C13 -4.825 0.027 1.005  -0.1036
C14 -6.455 -1.477 -0.118  -0.0895
C15 -4.570 -2.412 1.267  -0.1032
C16 -4.349 -2.534 -2.487  -0.6504
C17 -3.266 -2.472 -3.578  -0.1043
C18 -5.691 -2.227 -3.156  -0.0888
C19 -4.391 -3.943 -1.891  -0.0925
C20 -2.749 1.208 -3.927  -0.1759
C21 -3.796 1.781 -4.631  -0.0213
C22 -3.520 2.449 -5.818  -0.1216
C23 -2.221 2.543 -6.294  -0.1211
C24 -1.160 1.988 -5.587  -0.0335
C25 -1.420 1.323 -4.399  -0.1821
C26 3.435 -0.431 -2.859  -0.6914
C27 3.879 -1.621 -1.995  -0.1218
C28 4.453 -0.196 -3.970  -0.0982
C29 3.390 0.803 -1.956  -0.1222
H6 0.055 -2.327 -6.389  0.0859
H7 -0.266 -0.714 -5.751  0.0692
H8 -0.379 -2.116 -4.683  0.0671
H9 2.238 -3.424 -6.089  0.0821
H10 1.730 -3.564 -4.397  0.0738
H11 3.322 -2.910 -4.792  0.0569
H12 1.914 -1.025 -7.241  0.0807
H13 3.410 -0.906 -6.327  0.0592
H14 2.173 0.341 -6.166  0.0618
H15 1.111 1.181 -4.622  0.0666
H16 1.234 1.469 -2.886  0.0786
H17 -4.802 0.342 -2.554  0.0786
H18 -3.940 1.068 -1.187  0.0742
H19 -5.327 0.840 0.482  0.0871
H20 -3.771 0.278 1.101  0.0596
H21 -5.248 -0.041 2.007  0.0884
H22 -6.715 -0.792 -0.924  0.0770
H23 -7.095 -1.251 0.737  0.0852
H24 -6.664 -2.497 -0.436  0.0616
H25 -3.544 -2.244 1.600  0.0712
H26 -4.610 -3.398 0.805  0.0596
H27 -5.228 -2.412 2.140  0.0848
H28 -3.404 -1.599 -4.217  0.0839
H29 -3.320 -3.368 -4.202  0.0903
H30 -2.269 -2.412 -3.142  0.0349
H31 -5.773 -1.185 -3.461  0.0664
H32 -6.542 -2.478 -2.529  0.0567
H33 -5.759 -2.828 -4.066  0.0866
H34 -3.486 -4.142 -1.321  0.0442
H35 -4.465 -4.684 -2.689  0.0883
H36 -5.251 -4.066 -1.232  0.0652
H37 -4.816 1.725 -4.278  0.0986
H38 -4.327 2.901 -6.380  0.0896
H39 -2.022 3.072 -7.218  0.0897
H40 -0.153 2.089 -5.972  0.0952
H41 3.959 -2.535 -2.585  0.0700
H42 3.153 -1.785 -1.199  0.0456
H43 4.853 -1.418 -1.542  0.0775
H44 4.610 -1.099 -4.557  0.0591
H45 5.416 0.071 -3.528  0.0827
H46 4.150 0.610 -4.638  0.0745
H47 2.588 0.716 -1.223  0.0505
H48 3.273 1.721 -2.531  0.0768
H49 4.331 0.879 -1.409  0.0724
O1 -0.395 0.156 2.544  -0.0540
C30 -1.046 1.041 2.023  -0.6086
N3 -1.523 2.138 2.724  0.1451
C31 -2.117 3.096 1.825  -0.2833
C32 -1.997 2.306 0.476  -0.4563
O2 -2.402 2.762 -0.582  0.0412
N4 -1.421 1.122 0.706  0.0515
C33 -3.589 3.355 2.105  -0.1496
C34 -4.306 4.191 1.253  -0.0171
C35 -5.628 4.494 1.528  -0.0811
C36 -6.250 3.963 2.649  -0.1074
C37 -5.547 3.112 3.484  -0.0946
C38 -4.222 2.808 3.213  -0.0404
C39 -1.402 4.433 1.870  -0.1359
C40 -0.855 5.031 0.744  -0.0094
C41 -0.234 6.268 0.846  -0.0791
C42 -0.161 6.921 2.065  -0.1039
C43 -0.710 6.328 3.193  -0.0890
C44 -1.333 5.096 3.094  -0.0318
H50 -1.055 2.421 3.568  0.1371
H51 -3.828 4.593 0.371  0.1170
H52 -6.179 5.160 0.877  0.0984
H53 -7.282 4.204 2.865  0.0930
H54 -6.028 2.689 4.357  0.0968
H55 -3.668 2.140 3.858  0.1099
H56 -0.920 4.529 -0.211  0.1106
H57 0.189 6.726 -0.038  0.0997
H58 0.325 7.885 2.140  0.0947
H59 -0.663 6.832 4.150  0.0974
H60 -1.781 4.645 3.973  0.1164
C45 4.075 2.308 3.751  -0.1117
C46 3.548 1.078 4.500  -0.6240
C47 4.198 1.043 5.889  -0.0925
C48 2.034 1.272 4.671  -0.1134
Si1 3.948 -0.520 3.473  0.4878
Br1 2.662 -0.369 1.637  0.6026
C49 3.460 -2.158 4.392  -0.6186
C50 3.199 -3.283 3.383  -0.1167
C51 2.151 -1.966 5.167  -0.0967
C52 4.542 -2.603 5.384  -0.0941
C53 5.761 -0.542 2.734  -0.6244
C54 6.824 -0.247 3.797  -0.0970
C55 6.045 -1.923 2.132  -0.1093
C56 5.939 0.470 1.594  -0.1254
H61 3.763 3.218 4.268  0.0830
H62 3.676 2.346 2.738  0.0709
H63 5.163 2.311 3.705  0.0575
H64 3.980 1.970 6.426  0.0848
H65 5.282 0.940 5.823  0.0626
H66 3.816 0.218 6.490  0.0604
H67 1.839 2.292 5.016  0.0821
H68 1.618 0.594 5.412  0.0632
H69 1.486 1.122 3.741  0.0268
H70 2.390 -3.017 2.705  0.0340
H71 2.897 -4.190 3.914  0.0885
H72 4.076 -3.526 2.789  0.0600
H73 1.359 -1.584 4.522  0.0835
H74 2.276 -1.291 6.012  0.0605
H75 1.820 -2.929 5.565  0.0865
H76 5.467 -2.876 4.878  0.0591
H77 4.198 -3.480 5.939  0.0846
H78 4.772 -1.820 6.108  0.0658
H79 6.747 -0.926 4.645  0.0668
H80 6.740 0.774 4.167  0.0614
H81 7.822 -0.358 3.365  0.0828
H82 6.064 -2.699 2.894  0.0586
H83 7.020 -1.924 1.638  0.0845
H84 5.298 -2.181 1.381  0.0693
H85 5.806 1.496 1.925  0.0587
H86 5.236 0.280 0.787  0.0222
H87 6.950 0.378 1.189  0.0840


2.
The following is a quantum chemistry calculation of one molecule with the formula C24H21FO6S2, from OMol25.

Results
structure (SMILES): COc1ccc(/C=C/[C@H](c2ccc(OC)cc2)C2(F)S(=O)(=O)c3ccccc3S2(=O)=O)cc1
lowest unoccupied orbital energy: 0.081 eV
HOMO-LUMO gap: 7.8 eV
calculated total energy: -61897.707 eV
F_max: 2.66 eV Å⁻¹

Last column: natural (NBO) charge in e.
Atoms and positions in Å:
C1 -5.375 4.223 -1.436  -0.2558
O1 -5.397 2.779 -1.390  -0.4980
C2 -4.242 2.083 -1.233  0.3314
C3 -4.366 0.677 -1.191  -0.2569
C4 -3.251 -0.099 -0.941  -0.1867
C5 -1.996 0.448 -0.650  -0.0821
C6 -0.762 -0.466 -0.400  -0.3571
C7 0.558 0.259 -0.669  -0.1986
C8 1.808 -0.215 -0.538  -0.2027
C9 3.002 0.549 -0.842  -0.0236
C10 4.248 -0.111 -0.980  -0.1791
C11 5.397 0.590 -1.254  -0.2662
C12 5.350 2.004 -1.379  0.3210
O2 6.544 2.637 -1.512  -0.4971
C13 6.589 4.079 -1.469  -0.2558
C14 4.104 2.675 -1.311  -0.3124
C15 2.955 1.948 -1.040  -0.1782
C16 -1.892 1.843 -0.678  -0.1153
C17 -2.959 2.662 -1.058  -0.3364
H1 -6.435 4.476 -1.500  0.2041
H2 -4.931 4.654 -0.527  0.1837
H3 -4.840 4.582 -2.328  0.1802
H4 -5.336 0.217 -1.365  0.2274
H5 -3.379 -1.163 -1.058  0.2425
H6 -0.830 -1.289 -1.112  0.2746
H7 0.485 1.208 -1.218  0.2048
H8 2.011 -1.262 -0.339  0.2274
H9 4.283 -1.195 -0.873  0.2148
H10 6.365 0.103 -1.356  0.2261
H11 7.656 4.302 -1.508  0.2036
H12 6.079 4.516 -2.338  0.1795
H13 6.152 4.471 -0.539  0.1838
H14 4.049 3.757 -1.446  0.2184
H15 2.000 2.467 -0.974  0.2056
H16 -0.939 2.309 -0.444  0.2046
H17 -2.805 3.738 -1.197  0.2196
F1 -0.897 -0.032 1.891  -0.3245
C18 -0.835 -1.050 0.963  0.0068
S1 -2.361 -2.163 1.219  2.0952
O3 -3.418 -1.438 1.883  -0.8824
O4 -2.572 -2.806 -0.071  -0.9223
C19 -1.791 -3.479 2.291  -0.3219
C20 -0.421 -3.562 2.433  -0.1964
C21 0.165 -4.704 2.973  -0.2040
C22 -0.660 -5.758 3.378  -0.1814
C23 -2.048 -5.672 3.218  -0.1845
C24 -2.625 -4.531 2.658  -0.1654
S2 0.504 -2.298 1.540  2.0777
O5 1.021 -2.969 0.360  -0.9123
O6 1.389 -1.648 2.485  -0.8854
H18 1.249 -4.757 3.045  0.2436
H19 -0.212 -6.649 3.819  0.2313
H20 -2.695 -6.492 3.529  0.2308
H21 -3.694 -4.442 2.477  0.2436


3.
The following is a quantum chemistry calculation of one molecule with the formula C18H19F3N2O4, from OMol25.

Results
structure (SMILES): C[C@@H]1CN(C(=O)c2cc(COc3cccc(C(F)(F)F)c3)on2)C[C@H](C)O1
lowest unoccupied orbital energy: 0.561 eV
HOMO-LUMO gap: 9.7 eV
calculated total energy: -38296.366 eV
energy above the lowest of the compared OMol25 structures with the same formula, charge and spin: 35.5 kcal per mole
F_max: 1.32 eV Å⁻¹

Last column: natural (NBO) charge in e.
Atoms and positions in Å:
C1 -4.640 -2.722 0.358  -0.6175
C2 -3.612 -1.657 0.008  0.0937
C3 -3.175 -0.864 1.248  -0.2541
N1 -2.117 0.057 0.883  -0.4140
C4 -2.345 1.386 0.903  0.6508
O1 -3.358 1.892 1.340  -0.5928
C5 -1.200 2.220 0.423  0.0571
N2 -1.137 2.733 -0.777  -0.1027
O2 0.015 3.437 -0.857  -0.2672
C6 0.665 3.362 0.314  0.2903
C7 -0.061 2.597 1.182  -0.3352
H1 0.169 2.338 2.193  0.2477
C8 2.044 3.925 0.436  -0.1189
O3 2.945 2.901 0.824  -0.4844
C9 2.971 1.762 0.074  0.3060
C10 2.611 1.690 -1.269  -0.2772
C11 2.670 0.480 -1.939  -0.1925
C12 3.072 -0.673 -1.290  -0.2314
C13 3.434 -0.595 0.049  -0.0640
C14 3.389 0.607 0.733  -0.2546
H2 3.671 0.670 1.772  0.2429
C15 3.799 -1.855 0.780  0.9642
F1 4.537 -1.641 1.876  -0.3198
F2 4.481 -2.722 0.018  -0.3209
F3 2.694 -2.515 1.195  -0.3303
H3 3.112 -1.618 -1.808  0.2319
H4 2.394 0.441 -2.981  0.2240
H5 2.288 2.567 -1.806  0.2286
H6 2.340 4.401 -0.506  0.2004
H7 2.097 4.661 1.242  0.2267
C16 -0.993 -0.600 0.257  -0.2467
H8 -0.242 0.125 -0.053  0.2291
H9 -0.544 -1.293 0.979  0.2033
C17 -1.485 -1.401 -0.963  0.0926
C18 -0.352 -2.196 -1.594  -0.6206
H10 -0.742 -2.796 -2.410  0.2247
H11 0.089 -2.860 -0.856  0.2152
H12 0.409 -1.520 -1.972  0.2110
O4 -2.494 -2.306 -0.572  -0.5324
H13 -1.902 -0.685 -1.694  0.1682
H14 -4.005 -0.282 1.650  0.2506
H15 -2.798 -1.554 2.009  0.1982
H16 -4.034 -0.947 -0.725  0.1695
H17 -4.917 -3.271 -0.537  0.2234
H18 -4.216 -3.420 1.074  0.2122
H19 -5.525 -2.259 0.785  0.2148